Formula: C8H12N2S
Source: the OMol25 dataset
Level of theory: the ωB97M-V functional and the def2-TZVPD basis

## Properties
HOMO (spin up / spin down) (eV): -15.729 / -19.176
LUMO level (spin up / spin down) (Ha): -0.308 / -0.446

```
! RIJCOSX wB97M-V def2-TZVPD def2/J DEFGRID3
* xyz 2 3
C -2.34059 -1.87372 0.42613
C -3.26357 -1.26243 -0.40673
C -1.03223 -1.17755 0.84268
C 0.95024 -0.39466 -0.05543
C 0.18515 0.77706 0.21259
C -2.32141 0.89646 0.84227
C 2.32862 -0.50271 -0.37809
C 0.61042 2.10532 -0.25803
N 0.17825 -1.44938 0.17165
N -0.98866 0.40411 0.76138
S -3.05284 0.45542 -0.72980
H -2.51101 -2.83084 0.87883
H -4.18624 -1.69903 -0.66676
H -0.76947 -1.48014 1.91600
H -2.81190 0.33276 1.62979
H -2.58810 1.99135 0.95758
H 2.78478 -1.52498 -0.57507
H 2.92662 0.00182 0.41909
H 2.79344 0.09097 -1.17234
H 0.50013 3.00541 0.39508
H 0.02834 2.30646 -1.14373
H 1.67507 2.08319 -0.50469
H 0.53107 -2.35080 0.04439
*
```